Record 1
The following is a quantum chemistry calculation of C46H41N3O2P2Ru as an isolated structure, from the Open Molecules 2025 dataset.

ORCA input file:
```
! wB97M-V def2-TZVPD RIJCOSX def2/J DEFGRID3
* xyz 2 5
Ru -0.46066 -0.41072 -0.51374
O -1.82416 -1.28884 -1.71577
N -3.04332 -1.35216 -1.28163
N -3.18894 -1.13962 -0.04944
O -2.18641 -0.82645 0.75273
C -4.50064 -1.25579 0.53081
C -4.75258 -0.58534 1.71774
C -6.01501 -0.68345 2.28098
C -6.99893 -1.43934 1.66061
C -6.72597 -2.10393 0.47283
C -5.47002 -2.02058 -0.10423
H -3.97629 0.00472 2.18136
H -6.23133 -0.16361 3.20419
H -7.98273 -1.51266 2.10409
H -7.49359 -2.69556 -0.00672
H -5.24463 -2.53443 -1.02703
C 0.20818 -0.53799 3.66548
C -0.08521 0.68430 2.80067
P 0.81018 0.82995 1.20035
C 2.56404 0.66589 1.63019
C 3.07938 1.49331 2.63165
C 4.40988 1.39224 3.00052
C 5.24241 0.47824 2.36273
C 4.74803 -0.32599 1.34833
C 3.41195 -0.22917 0.98319
C 0.66110 2.59416 0.79112
C -0.41260 3.36987 1.21512
C -0.51372 4.69319 0.80834
C 0.44355 5.24168 -0.03082
C 1.51515 4.46869 -0.45888
C 1.62701 3.15084 -0.04740
C -0.12186 -1.88384 2.99911
P 1.06641 -2.29022 1.69125
C 0.34099 -2.79487 0.13113
C -0.73327 -3.70138 0.08548
C -1.13249 -4.22337 -1.12583
C -0.48657 -3.84861 -2.30517
C 0.56389 -2.95209 -2.28004
C 0.98982 -2.41676 -1.06256
C 2.34849 -3.38631 2.21013
C 2.93560 -4.27380 1.29831
C 3.97773 -5.08231 1.70975
C 4.44995 -5.00053 3.01551
C 3.87918 -4.10891 3.91935
C 2.83676 -3.29611 3.52234
H -0.39901 -0.46251 4.56862
H 1.25048 -0.51974 3.99368
H 0.14517 1.58178 3.37812
H -1.14851 0.71980 2.54842
H 2.44265 2.22890 3.10932
H 4.80379 2.03378 3.77746
H 6.28292 0.40727 2.65058
H 5.40093 -1.02024 0.83553
H 3.03756 -0.83876 0.17256
H -1.18090 2.95730 1.85681
H -1.34648 5.29468 1.14812
H 0.35844 6.27215 -0.34938
H 2.26991 4.89662 -1.10563
H 2.47833 2.55968 -0.36813
H -1.11324 -1.85340 2.53848
H -0.09418 -2.69657 3.72777
H -1.23489 -3.99675 0.99890
H -1.95102 -4.92979 -1.16157
H -0.81601 -4.26489 -3.24780
H 1.05609 -2.65155 -3.19519
H 1.88166 -1.80743 -1.03536
H 2.56212 -4.34518 0.28416
H 4.42120 -5.78372 1.01627
H 5.26576 -5.63651 3.33197
H 4.25116 -4.05219 4.93322
H 2.40082 -2.59936 4.22811
N -0.88425 1.25029 -1.26886
C -0.75333 1.85799 -2.38050
C 0.03028 1.21372 -3.46910
C -0.48666 1.11286 -4.75720
C 0.24141 0.46078 -5.74070
C 1.49529 -0.06147 -5.45145
C 2.02511 0.06120 -4.17322
C 1.28934 0.68619 -3.17867
C -1.34973 3.18867 -2.57253
C -0.77181 4.09777 -3.46016
C -1.29927 5.37199 -3.58223
C -2.41360 5.73588 -2.83662
C -3.00122 4.82819 -1.96288
C -2.46749 3.56094 -1.82280
H -1.45884 1.53295 -4.98258
H -0.16510 0.37011 -6.73898
H 2.06877 -0.54798 -6.22951
H 3.02062 -0.30934 -3.96185
H 1.70664 0.82057 -2.18630
H 0.09752 3.81163 -4.03847
H -0.84763 6.07987 -4.26400
H -2.83303 6.72755 -2.94503
H -3.87999 5.11163 -1.39887
H -2.91656 2.84231 -1.14866
*
```

## Properties
E_HOMO (spin up / spin down)   -0.485 / -0.493 Ha
Molecular weight   830.871 g mol⁻¹
Expectation value of S²   6.040



Record 2
The following is a quantum chemistry calculation of C44H69GeN5O2OsP3 as an isolated structure, from the Open Molecules 2025 dataset.

ORCA input file:
```
! wB97M-V def2-TZVPD RIJCOSX def2/J DEFGRID3
* xyz 4 6
Os 0.22599 1.11911 0.23343
C 4.35210 0.48319 0.94789
C 3.41189 -0.42908 1.73794
C 3.42440 -1.85361 1.19707
P 1.76345 0.36415 1.90583
C 0.80501 -0.83912 2.94741
N 0.02892 -1.77718 2.13771
Ge -0.38588 -1.19318 0.26377
N 0.90133 -2.21955 -0.88430
C 1.71805 -1.39365 -1.75935
P 0.56612 -0.39886 -2.82108
C 1.72280 0.76710 -3.70363
C 3.00560 1.09831 -2.95906
C 0.94192 2.04450 -4.02886
C 0.07979 -1.58612 -4.14710
C 1.20652 -2.44582 -4.70954
C -1.11240 -2.43897 -3.71266
C 1.05762 -3.54192 -0.80232
C 2.14413 -4.28047 -1.36261
C 2.27765 -5.61835 -1.09412
C 1.35788 -6.27680 -0.27288
C 0.26203 -5.58690 0.26648
C 0.10470 -4.25867 -0.01673
N -1.02858 -3.47060 0.40502
C -1.35517 -3.65298 1.80091
C -2.21946 -4.59976 2.26936
C -2.37558 -4.75550 3.65853
C -1.65372 -3.95955 4.55738
C -0.80838 -2.98265 4.09992
C -0.65976 -2.77002 2.69486
C -2.17531 -3.58085 -0.45787
C -2.52932 -4.68835 -1.17323
C -3.74713 -4.67640 -1.87388
C -4.60531 -3.57120 -1.80731
C -4.24525 -2.44302 -1.11823
C -2.96577 -2.38137 -0.48246
N -2.40246 -1.30557 0.06207
C -3.15643 -0.06611 0.21373
P -2.14794 1.49586 0.11743
C -2.93055 2.29735 -1.36104
C -2.63100 1.45796 -2.59803
C -4.44257 2.54612 -1.27714
C -2.55536 2.38967 1.68593
C -3.85104 3.19315 1.75271
C -2.49533 1.41870 2.86964
C 2.08125 1.76680 3.05881
C 0.77987 2.46266 3.44304
C 2.89990 1.41425 4.30127
H 5.36163 0.07525 0.95661
H 4.40583 1.48762 1.36329
H 4.03176 0.56238 -0.09205
H 3.75825 -0.47407 2.77638
H 3.35957 -1.85997 0.11357
H 2.62955 -2.47997 1.60582
H 4.37000 -2.32350 1.46279
H 0.12474 -0.24208 3.56237
H 1.46830 -1.39644 3.61488
H 2.47436 -1.97580 -2.27594
H 2.21945 -0.63381 -1.14694
H 1.99182 0.27815 -4.64524
H 2.80501 1.51710 -1.96392
H 3.55745 1.85590 -3.51543
H 3.66676 0.24061 -2.84932
H 0.75489 2.62122 -3.11822
H -0.02615 1.83748 -4.48634
H 1.50264 2.66423 -4.72636
H -0.27754 -0.90476 -4.93332
H 1.32775 -3.35669 -4.11611
H 2.16905 -1.93296 -4.74324
H 0.97632 -2.76251 -5.72564
H -0.83966 -3.10779 -2.89102
H -1.44566 -3.06808 -4.53701
H -1.95749 -1.82629 -3.39408
H 2.88348 -3.78775 -1.97596
H 3.11043 -6.16751 -1.50857
H 1.47826 -7.32886 -0.06113
H -0.44701 -6.11623 0.88604
H -2.77107 -5.24053 1.59449
H -3.04793 -5.51437 4.03251
H -1.78043 -4.11343 5.61933
H -0.27845 -2.34843 4.79383
H -1.91302 -5.57470 -1.19371
H -4.03834 -5.54889 -2.44067
H -5.55899 -3.61221 -2.31347
H -4.91288 -1.59700 -1.08603
H -3.68372 -0.10741 1.16960
H -3.90471 0.00810 -0.57379
H -2.41563 3.25391 -1.45356
H -3.23518 0.54734 -2.62267
H -1.58656 1.17197 -2.67539
H -2.90117 2.03120 -3.48357
H -5.00716 1.70203 -0.87997
H -4.80850 2.71440 -2.28894
H -4.70179 3.41943 -0.69216
H -1.72426 3.10168 1.76378
H -4.72869 2.57656 1.56173
H -3.85383 4.02954 1.06062
H -3.95571 3.59998 2.75849
H -3.44889 0.90875 3.00486
H -2.30360 1.97042 3.78813
H -1.71457 0.66137 2.76345
H 2.64893 2.46210 2.43210
H 0.23565 1.91107 4.20873
H 0.11278 2.61095 2.58831
H 0.99693 3.44586 3.86112
H 2.44269 0.60992 4.87904
H 2.94757 2.28167 4.95864
H 3.92509 1.13273 4.07102
O -0.31100 3.61687 -0.71440
C 0.85557 3.83488 -0.38839
O 1.58890 2.96522 0.19365
C 1.43338 5.21112 -0.69623
N 2.89856 5.24771 -0.29918
C 3.07722 6.34945 0.73389
C 1.69564 6.46148 1.34420
C 0.78748 6.33454 0.12670
H 1.35942 5.37461 -1.77162
H 3.51245 5.38404 -1.10245
H 3.10984 4.32468 0.10548
H 3.35240 7.24933 0.18532
H 3.88860 6.07195 1.40266
H 1.56987 7.40290 1.87331
H 1.52421 5.64853 2.05381
H 0.79776 7.25978 -0.44932
H -0.24784 6.09734 0.35602
*
```

## Properties
E_HOMO (spin up / spin down)   -0.631 / -0.651 Ha
Molecular weight   1055.831 g mol⁻¹
Expectation value of S²   8.868



Record 3
The following is a quantum chemistry calculation of C24H36IrN8PS4Te as an isolated structure, from the Open Molecules 2025 dataset.

ORCA input file:
```
! wB97M-V def2-TZVPD RIJCOSX def2/J DEFGRID3
* xyz 1 2
Ir -0.05726 -0.28459 -0.13437
S -1.43035 -0.27535 1.96890
C -0.28984 -0.54956 3.28068
C 0.60233 0.36969 3.80379
C 1.53394 -0.05687 4.74539
C 2.58074 0.84916 5.12998
N 3.44677 1.57544 5.33664
C 1.50516 -1.37662 5.21925
C 0.54299 -2.26951 4.75889
C -0.33093 -1.85999 3.75861
S -1.47679 -2.87160 2.90577
C 2.51647 -1.85009 6.12585
N 3.33502 -2.27049 6.81237
H 0.61583 1.39247 3.45742
H 0.50500 -3.27480 5.15692
C 2.95609 -3.83901 2.44051
C 3.08206 -2.38032 2.22835
N 4.03235 -1.61125 2.64859
N 3.70926 -0.36017 2.19406
C 2.57253 -0.34300 1.50920
S 1.75327 0.96161 0.78569
N 2.16062 -1.62269 1.52003
N 0.97522 -2.01575 0.90281
H 3.71144 -4.15257 3.15628
H 3.10885 -4.37851 1.50440
H 1.96680 -4.08890 2.82812
H 4.29144 0.42788 2.43623
H 0.32665 -2.41074 1.59628
H 1.14575 -2.70890 0.17017
Te 1.87528 -0.88478 -1.90536
C 1.18583 -1.98005 -3.56772
C 1.85799 -2.05368 -4.75105
C 1.20499 -2.87182 -5.72264
C 0.04893 -3.41364 -5.26697
S -0.23185 -2.94696 -3.63909
H 2.78928 -1.53619 -4.93478
H 1.58682 -3.03953 -6.71881
H -0.64699 -4.05729 -5.77908
C -3.44758 3.07733 -1.45565
C -2.82460 1.69184 -1.25588
C -3.61963 0.95886 -0.17102
P -0.98635 1.68979 -1.01564
C -0.47034 3.13167 0.04765
C -0.47184 4.52633 -0.58465
C -1.24617 3.18394 1.36936
C -0.33703 1.96759 -2.73429
C -0.75471 3.20996 -3.53521
C -0.70933 0.76201 -3.60335
H -4.49460 2.95007 -1.73634
H -2.96738 3.66111 -2.23380
H -3.42846 3.65207 -0.53123
H -2.92807 1.12199 -2.18631
H -3.73126 1.57354 0.72224
H -3.15225 0.02919 0.13574
H -4.61888 0.72816 -0.54313
H 0.56644 2.89650 0.27974
H -1.42766 4.78744 -1.03094
H 0.31303 4.64021 -1.32794
H -0.27172 5.25040 0.20711
H -2.23552 3.61814 1.22496
H -0.70886 3.82319 2.07180
H -1.37077 2.20781 1.83072
H 0.74710 1.98577 -2.58245
H -1.80414 3.15492 -3.82062
H -0.17508 3.21472 -4.46018
H -0.58049 4.15535 -3.04023
H -1.68723 0.91393 -4.06526
H -0.74953 -0.16153 -3.03716
H 0.01550 0.62555 -4.40538
N -1.12278 -3.08900 -0.52062
N -1.47044 -1.73386 -0.84962
H -1.65904 -3.71875 -1.11061
H -1.40761 -3.24264 0.44583
H -2.43370 -1.52557 -0.59491
H -1.41072 -1.65909 -1.86402
*
```

## Properties
E_HOMO (spin up / spin down)   -0.375 / -0.375 Ha
Molecular weight   915.667 g mol⁻¹
Expectation value of S²   0.756



Record 4
The following is a quantum chemistry calculation of C31H40F8InN6O as an isolated structure, from the Open Molecules 2025 dataset.

ORCA input file:
```
! wB97M-V def2-TZVPD RIJCOSX def2/J DEFGRID3
* xyz -1 1
F 5.91257 -0.54116 2.97093
C 7.21347 -0.30332 2.70757
F 7.88903 -1.47471 2.82254
C 7.35896 0.22492 1.24801
F 6.35301 -0.22750 0.47170
F 8.52611 -0.25076 0.74514
C 7.45855 1.76994 1.15624
F 7.63007 2.10544 -0.13894
F 8.59323 2.09238 1.83852
C 6.28387 2.61628 1.73891
F 6.45097 2.64947 3.09190
F 6.48531 3.87983 1.27846
C 4.88996 2.14624 1.37210
O 3.97961 3.17559 1.67110
C 2.71426 3.01367 0.97401
C 1.53727 3.41463 1.84971
In -0.13690 1.94513 1.58087
H 7.62355 0.40196 3.43171
H 4.87127 1.90555 0.30449
H 4.63554 1.25527 1.95192
H 2.74141 3.64406 0.07793
H 2.64255 1.97005 0.64828
H 1.82454 3.42337 2.90296
H 1.19201 4.41459 1.58052
H -0.32890 1.61268 -0.16697
H 0.26264 0.41193 2.39244
H -1.68444 2.55333 2.23187
N -1.80682 -1.99021 3.41492
C -1.93232 -2.42287 2.12727
C -0.91622 -3.31201 1.88209
C -0.15447 -3.42091 3.07637
C -0.72618 -2.58505 3.99809
H -2.39926 -1.30933 3.85248
H -2.71290 -2.04399 1.48829
H -0.72800 -3.81352 0.94631
H 0.72498 -4.02282 3.23104
H -0.44733 -2.35636 5.01189
N -2.60525 3.61768 -2.19361
C -3.76489 3.22417 -1.59108
C -4.30991 2.21802 -2.34365
C -3.43846 1.99498 -3.44510
C -2.39359 2.87063 -3.31824
H -1.99111 4.32957 -1.84575
H -4.09432 3.68272 -0.67499
H -5.22351 1.69176 -2.12291
H -3.55702 1.26755 -4.23072
H -1.52186 3.01916 -3.93136
N -3.74290 -5.17291 1.20131
C -4.89056 -5.53609 1.84091
C -5.46175 -6.56501 1.13499
C -4.61882 -6.82402 0.01939
C -3.56748 -5.94650 0.09203
H -3.11626 -4.44004 1.50493
H -5.20069 -5.04131 2.74519
H -6.37411 -7.07701 1.39812
H -4.76227 -7.57043 -0.74539
H -2.71486 -5.81020 -0.55064
N 0.18519 3.73834 -6.27268
C 0.22934 2.47481 -6.79337
C -0.26076 2.53189 -8.07066
C -0.61632 3.88450 -8.32808
C -0.33067 4.60297 -7.19806
H 0.48034 3.99040 -5.34763
H 0.60039 1.64774 -6.21297
H -0.35855 1.69692 -8.74391
H -1.03799 4.28196 -9.23606
H -0.45198 5.64878 -6.97461
N 4.49854 5.25711 3.80530
C 5.69113 5.91649 3.86853
C 5.55613 6.95513 4.75549
C 4.22283 6.91822 5.24625
C 3.60026 5.85800 4.63738
H 4.28735 4.44806 3.23769
H 6.53408 5.59757 3.28103
H 6.32598 7.66189 5.01897
H 3.77250 7.59105 5.95736
H 2.59389 5.48437 4.72236
N -7.60924 -7.88310 -1.71172
C -7.08826 -9.05994 -2.17085
C -7.82732 -9.45197 -3.25583
C -8.83434 -8.46908 -3.45765
C -8.67153 -7.51500 -2.48799
H -7.25585 -7.36426 -0.92638
H -6.23888 -9.51555 -1.69128
H -7.66290 -10.34124 -3.84102
H -9.58803 -8.46193 -4.22717
H -9.21673 -6.60867 -2.28857
*
```

## Properties
E_HOMO   -0.199 Ha
Molecular weight   779.504 g mol⁻¹